DFT (ωB97M-V/def2-TZVPD) results for a molecular structure, C67H184N7O29Pb in a non-equilibrium geometry.

Output
**E_LUMO**: -2.924 eV
**Charge**: +1
**Frontier orbital gap**: 5.5 eV
**Highest occupied orbital energy**: -0.3079 Ha
**2S+1**: 1

Geometry as XYZ:
```
288
Properties=species:S:1:pos:R:3:forces:R:3:mulliken_charge:R:1
Pb -0.409687 4.696481 0.051125 -0.397 -1.732 -0.354 1.35
C 2.191713 0.117571 0.969445 0.713 0.534 -0.333 -0.99
C 1.042373 -0.002049 -0.066725 0.500 -0.549 0.805 2.57
C 0.886763 -1.512519 -0.335715 1.136 0.914 -0.192 -0.75
C 0.252163 -2.284729 0.746175 -1.280 -0.695 0.457 -0.02
C -1.054497 -1.698749 1.304985 1.876 -0.620 -1.267 -1.05
C -0.948287 -0.199779 1.486405 0.144 1.293 1.133 2.75
N -0.240257 0.532901 0.414135 -0.758 0.340 -2.312 0.25
O -0.332537 2.010201 0.453265 0.579 -0.793 0.825 1.47
C -0.253227 0.054521 2.853195 -0.425 0.160 0.018 0.00
C -2.389727 0.276081 1.526455 -0.588 0.956 0.024 0.39
C 1.498983 0.559101 -1.416405 -1.153 0.577 -0.093 -0.62
H 2.296903 -0.773289 1.588645 -0.259 0.242 0.391 0.02
H 2.167373 1.037841 1.553075 -0.517 -0.081 0.319 -0.59
H 3.164433 0.217211 0.487785 0.151 -0.224 -0.509 0.44
H 1.921873 -1.853179 -0.311445 0.219 -0.174 -0.694 -0.67
H 0.513043 -1.653689 -1.349865 -0.456 -0.247 0.136 0.72
H 0.947163 -2.412279 1.576115 0.155 -0.121 -0.001 -1.00
H 0.014843 -3.269359 0.343315 0.125 -0.254 0.290 0.96
H -1.115207 -2.207879 2.266855 -0.979 0.226 0.049 -0.45
H -1.830767 -1.971239 0.589965 -0.399 0.046 0.325 0.77
H 0.280383 1.004821 2.870375 -0.251 0.032 -0.227 -1.31
H 0.469333 -0.726539 3.089735 0.032 -0.034 0.006 -0.79
H -0.997497 0.081241 3.649085 -0.042 -0.122 0.175 0.83
H -2.907677 0.066331 0.590605 0.212 0.119 -0.227 -0.60
H -2.439347 1.349561 1.708905 0.039 0.098 -0.062 -1.08
H -3.017097 -0.189679 2.286435 0.372 -0.331 0.344 -0.35
H 0.571753 0.679371 -1.976635 -0.184 0.894 -0.058 -0.47
H 2.009963 -0.111029 -2.107725 0.693 -0.349 0.812 -0.27
H 2.075483 1.476101 -1.294465 -0.214 0.179 -0.326 -0.54
C 0.697333 4.965441 -3.397265 -0.295 -0.820 0.710 -0.84
O -0.202287 4.190971 -2.553145 0.319 1.772 0.367 -0.26
C -1.365987 3.724941 -3.231825 0.190 -1.930 2.273 -1.13
C -2.352697 3.096951 -2.130995 0.621 0.899 -1.912 0.20
N -2.845727 4.196001 -1.279475 -0.072 -1.138 0.211 0.02
C -3.669337 3.721731 -0.156925 -0.437 1.351 1.329 0.30
C -4.007577 4.956911 0.709545 2.112 -0.456 -0.119 -0.92
O -2.671547 5.477611 1.218755 -2.473 -0.589 -0.496 0.15
C -2.816647 6.452371 2.247865 0.785 -0.085 -0.365 -1.00
H 0.119393 5.525261 -4.132575 0.194 0.226 0.121 0.48
H 1.411403 4.309431 -3.895115 -0.141 -0.128 -0.226 0.21
H 1.277513 5.580921 -2.709755 -0.154 0.355 -0.270 0.14
H -0.858407 2.971351 -3.833945 -1.352 -0.314 -0.849 0.47
H -1.952057 4.486671 -3.746025 0.461 0.237 -0.348 0.48
H -1.912707 2.312321 -1.515475 0.251 0.026 -0.076 -0.62
H -3.168307 2.715001 -2.745005 -0.138 -0.546 0.173 0.52
H -3.471207 4.731581 -1.864305 0.101 0.565 -0.080 0.39
H -3.162697 2.973351 0.452445 0.333 0.042 -0.145 -0.24
H -4.659937 3.314181 -0.358745 -0.037 -0.357 -0.824 -0.04
H -4.694467 4.694631 1.514215 0.439 0.036 0.207 0.32
H -4.473277 5.707591 0.071025 0.147 0.352 0.093 0.50
H -1.848777 6.953461 2.263875 -0.005 0.176 0.319 0.22
H -2.984267 5.970761 3.211215 -0.287 0.107 0.028 0.23
H -3.567287 7.203311 2.001415 -0.181 -0.135 0.082 0.37
C -2.571607 -0.785929 -2.058845 -1.326 0.853 -0.166 -0.65
O -2.870037 0.006421 -3.267995 -0.361 -1.573 2.042 0.03
C -1.903797 -0.249769 -4.211405 1.335 1.095 -1.549 0.09
C -2.005227 0.748451 -5.393105 -0.698 -1.632 0.079 -0.93
N -2.855177 0.199211 -6.467815 1.004 -0.774 0.529 -0.26
C -3.123147 1.149661 -7.476115 -0.104 1.359 -1.147 -0.56
C -3.969177 0.696561 -8.649655 0.405 0.475 0.347 -0.75
O -5.183647 0.148521 -8.221115 -0.540 -2.127 -0.013 -0.38
C -5.961877 0.937441 -7.380765 -0.495 1.264 -0.142 -0.40
H -2.455147 -1.865349 -2.155735 0.269 -0.081 -0.974 0.52
H -3.474847 -0.717839 -1.452515 0.032 0.343 0.168 -0.43
H -1.725817 -0.386019 -1.499545 0.136 0.250 -0.120 0.33
H -1.892737 -1.268239 -4.599595 -0.330 -0.250 -0.026 0.52
H -0.921547 -0.094829 -3.765005 0.385 0.014 0.227 -0.26
H -0.991007 0.891561 -5.765895 -0.076 0.193 -0.311 0.31
H -2.400547 1.695371 -5.025455 0.003 0.333 0.162 0.31
H -3.724777 -0.181049 -6.122425 0.013 -0.079 0.273 0.31
H -2.221797 1.542921 -7.946235 0.456 -0.093 0.301 0.30
H -3.617307 2.015191 -7.034795 -0.167 0.600 0.040 0.36
H -3.401257 0.039921 -9.308745 -0.411 -0.892 0.462 0.37
H -4.126947 1.534221 -9.329015 -0.328 0.654 0.192 0.41
H -6.140177 1.847971 -7.952825 -0.010 0.735 0.620 0.32
H -5.586037 1.100391 -6.370675 0.903 0.437 -0.053 -0.03
H -6.959137 0.601601 -7.096525 -0.046 -1.136 -0.992 0.27
C -4.013337 -6.650979 6.314875 0.855 0.066 0.020 -0.28
O -3.453657 -6.250939 7.513145 -0.690 1.676 2.519 -0.43
C -2.083887 -5.984589 7.654315 0.163 -1.464 0.370 -0.83
C -1.450157 -4.938709 6.792435 0.467 0.168 -0.937 0.02
N -1.960957 -3.608699 7.093595 0.227 0.314 -0.353 -0.19
C -1.672197 -2.578639 6.053315 -0.985 -0.101 1.115 0.52
C -2.840487 -2.392719 5.078975 -0.619 -0.173 -0.134 0.48
O -3.906257 -1.611129 5.675035 0.830 -0.271 0.492 -0.16
C -5.196257 -1.774929 5.095385 0.492 0.223 -0.636 -0.54
H -4.469277 -5.747639 5.909655 -0.434 -0.405 -0.765 0.05
H -4.708837 -7.443949 6.589805 -0.310 0.148 -0.521 0.31
H -3.217017 -7.039209 5.679855 -0.239 -0.107 -0.582 0.13
H -1.719807 -7.011189 7.613545 1.456 0.165 -0.702 0.44
H -1.835757 -5.692699 8.674765 -0.799 0.147 0.287 0.34
H -1.550107 -5.146359 5.727075 -0.199 -0.351 -0.396 -0.02
H -0.376817 -4.957229 6.981415 0.160 -0.045 0.145 0.26
H -2.965197 -3.704799 7.142205 -0.304 0.189 0.179 0.43
H -0.701937 -2.701989 5.572175 -0.145 -0.664 -0.289 -0.68
H -1.513657 -1.653389 6.607285 -0.274 0.371 -0.127 -0.52
H -3.315787 -3.327889 4.782955 0.314 -0.609 0.231 0.51
H -2.465777 -2.020299 4.125565 -0.141 0.849 -0.100 -0.42
H -5.996217 -1.422789 5.746675 0.401 0.084 0.237 0.43
H -5.429577 -2.803409 4.819905 0.182 -0.220 0.107 0.16
H -5.211017 -1.180039 4.182165 -0.326 0.028 -0.263 0.05
C -0.781057 3.849981 3.524725 -1.026 -1.025 -1.293 -0.37
O 0.070763 4.301001 2.413085 -0.980 -0.129 2.930 0.14
C 1.395993 4.282511 2.888805 1.994 0.050 -2.366 -0.87
C 2.296403 4.806091 1.714015 -0.395 0.811 1.346 -0.72
N 1.999813 4.161351 0.407295 2.260 0.024 1.413 1.24
C 3.001353 4.532481 -0.630845 -0.474 -0.678 -0.511 -0.92
C 4.466763 4.102051 -0.496165 -0.055 0.673 1.098 -0.25
O 5.097763 4.644801 0.676035 -0.907 0.069 -0.587 -0.29
C 6.504723 4.634741 0.806395 -0.099 -0.027 0.632 -0.88
H -1.121467 4.630081 4.205665 0.428 0.253 -0.239 0.48
H -0.373757 2.997561 4.068415 0.848 0.351 0.071 0.04
H -1.634337 3.348521 3.068045 -0.340 0.492 -0.221 -0.19
H 1.751003 3.272341 3.092815 -0.338 -0.432 -0.252 0.18
H 1.607653 4.760271 3.845395 -0.485 0.808 -0.167 0.64
H 3.302983 4.718871 2.123025 0.277 -0.458 -0.659 0.34
H 2.212463 5.865881 1.473385 -0.408 0.407 0.606 0.45
H 2.249313 3.199611 0.588705 -0.851 -0.909 -0.224 -1.12
H 2.902443 5.561611 -0.976115 -0.065 0.197 0.425 0.40
H 2.638393 3.888251 -1.431675 0.216 0.233 -0.678 0.15
H 4.929323 4.497841 -1.400325 0.349 -0.331 -0.170 0.53
H 4.472433 3.012481 -0.465925 0.424 -0.138 -0.169 0.04
H 6.961833 3.669531 0.588475 -0.070 -0.105 -0.231 0.37
H 6.648283 4.840341 1.867165 0.218 -0.091 0.007 0.29
H 7.021053 5.439221 0.282645 -0.190 -0.016 -0.488 0.26
C 0.814223 0.524351 6.116195 1.955 1.426 -0.497 -0.41
O 2.127063 1.121091 5.816525 0.294 -0.314 -1.624 -0.56
C 2.637473 0.843811 4.451415 0.679 1.308 0.636 1.35
C 4.148553 1.390321 4.262795 -2.603 0.286 1.090 -1.30
N 4.242593 2.849081 4.369055 -2.505 -0.749 -0.289 0.25
C 5.528923 3.406401 4.245765 -0.063 0.015 2.700 -0.83
C 6.335543 3.154991 5.609375 0.989 0.411 -1.503 -1.03
O 5.576653 3.410771 6.754125 -1.618 0.767 -1.828 -0.30
C 6.062883 2.795881 7.880345 -0.044 0.019 0.704 -0.77
H 0.648683 0.851781 7.142595 -0.031 -0.712 0.098 0.33
H 0.918703 -0.543629 5.924905 -0.595 -0.075 0.316 0.20
H 0.046123 1.023221 5.525225 -0.124 -0.370 -0.322 0.12
H 2.022313 1.325531 3.691385 -0.202 0.126 0.250 -1.06
H 2.597243 -0.224759 4.240125 0.191 -0.201 0.161 0.06
H 4.482413 1.230901 3.237505 0.101 -0.961 0.129 0.65
H 4.639493 0.816131 5.048535 0.929 0.072 -0.164 0.27
H 3.736663 3.276881 5.131375 0.001 -0.551 0.328 0.35
H 5.348763 4.481051 4.273465 0.495 0.225 -0.809 0.36
H 5.904393 2.980571 3.315275 1.018 0.489 0.228 0.38
H 7.152603 3.876141 5.630885 0.541 -0.087 -0.207 0.48
H 6.763893 2.153231 5.642415 -0.040 -0.263 -0.017 0.49
H 7.059883 3.183051 8.090565 0.331 -0.378 0.266 0.32
H 6.027603 1.717961 7.722365 0.345 -0.244 0.408 0.31
H 5.396093 3.090571 8.690675 0.106 -0.230 0.118 0.24
C 4.507193 4.358971 -4.660705 -1.001 0.428 -0.173 -0.20
O 3.484333 4.928811 -5.552605 1.831 1.557 1.389 -0.13
C 3.986063 5.990381 -6.442465 -1.342 -1.143 -0.807 -0.60
C 4.369853 5.172101 -7.665175 0.937 0.205 -0.622 -0.46
N 4.766583 5.911041 -8.853685 0.676 -0.359 0.459 -0.37
C 6.155933 6.436641 -8.755675 -2.288 0.736 -0.152 -0.50
C 6.370863 7.416401 -9.921005 -0.207 -1.250 0.264 -0.60
O 5.294963 8.393171 -10.047045 1.317 -1.218 1.670 -0.31
C 5.422173 9.119981 -11.213065 0.836 0.932 -1.270 -0.80
H 5.258963 5.025071 -4.237325 -0.053 0.752 -0.598 0.43
H 5.055563 3.540461 -5.126995 -0.318 -0.123 -0.064 0.20
H 3.965453 4.055021 -3.765025 -0.114 -0.623 -0.200 -0.28
H 4.693863 6.751411 -6.113905 0.798 -0.882 0.808 0.40
H 3.184183 6.678851 -6.709095 -0.824 -0.470 0.119 0.36
H 3.572973 4.491551 -7.965095 -0.283 0.196 0.358 0.11
H 5.192523 4.530621 -7.349245 0.192 -0.191 -0.173 0.29
H 4.095723 6.660661 -8.943725 0.251 0.410 -0.434 0.28
H 6.843033 5.590521 -8.747955 0.129 0.118 -0.474 0.32
H 6.272003 6.929341 -7.790335 0.313 0.393 0.140 0.29
H 6.431243 6.798511 -10.816915 -0.386 0.074 -0.357 0.37
H 7.400383 7.744451 -9.777555 -0.121 1.296 -0.125 0.43
H 6.464153 9.386061 -11.390705 0.362 -0.353 -0.246 0.31
H 4.989793 10.120501 -11.201655 -0.749 -0.257 0.613 0.27
H 5.030123 8.579481 -12.074605 0.006 -0.089 -0.141 0.31
C 6.383543 -3.743919 3.323645 -0.036 -0.793 -0.293 -0.53
O 5.644743 -4.612739 4.222205 0.390 0.988 -0.511 -0.44
H 5.908943 -2.806489 3.033675 -0.596 0.022 0.449 0.13
H 7.378663 -3.476459 3.679045 0.010 -0.272 0.255 0.39
H 6.491903 -4.313189 2.400455 0.121 -0.017 0.029 0.19
H 5.930783 -4.421549 5.118425 -0.058 0.025 0.095 0.28
C -2.593337 0.460491 8.238895 1.472 2.559 1.019 -0.49
O -3.224457 -0.542239 8.868615 -1.704 -2.959 -0.085 -0.57
H -2.440227 1.057031 9.138225 0.830 1.189 -0.543 0.40
H -1.625697 0.182381 7.821245 0.164 -0.004 -0.168 0.11
H -3.141537 1.080351 7.529425 -0.427 -0.289 -0.349 0.17
H -3.274877 -1.276349 8.252055 -0.378 -0.484 0.054 0.35
C 2.465513 -2.389229 -3.568265 0.804 0.095 -1.472 0.21
O 2.002773 -3.391129 -4.446495 -1.210 -1.389 0.451 -0.56
H 1.895243 -1.469009 -3.695125 0.012 0.136 0.151 0.10
H 2.430983 -2.718099 -2.529635 -0.150 -0.222 -0.236 -0.16
H 3.498483 -2.258419 -3.890695 0.281 0.740 0.721 0.33
H 2.096743 -3.215589 -5.385615 0.221 0.566 0.247 0.26
C 2.347673 1.932631 -6.888275 0.103 0.064 -0.159 0.26
O 1.109843 2.001791 -7.571735 -0.472 -0.197 -0.064 -0.49
H 3.055543 1.290251 -7.412085 0.206 0.236 -0.376 0.33
H 2.679783 2.968531 -6.819635 0.712 -0.412 0.610 -0.32
H 2.242353 1.442631 -5.920325 -0.334 0.366 0.274 -0.16
H 1.104073 2.867431 -7.986725 -0.277 -0.157 -0.167 0.31
C 5.268993 0.999381 -3.598085 -0.344 0.315 -1.247 -0.46
O 5.198233 1.278111 -2.242355 -0.087 -0.095 1.025 -0.34
H 4.297253 1.105541 -4.080325 -0.417 -0.082 -0.048 0.06
H 5.879643 1.766731 -4.073865 0.451 -0.367 -0.061 0.27
H 5.596853 -0.022949 -3.786395 0.403 0.148 -0.154 0.30
H 5.094003 0.411931 -1.841775 -0.020 -0.130 0.538 0.16
C 4.786693 -2.577749 -0.607075 0.057 0.921 1.621 0.11
O 5.375963 -1.908669 -1.711155 -0.648 -0.643 -0.138 -0.48
H 3.836923 -3.104869 -0.697525 0.129 -0.321 -1.042 -0.22
H 5.525333 -3.210559 -0.115065 -0.115 -0.226 0.004 0.45
H 4.502213 -1.804309 0.106325 0.304 0.200 0.174 -0.13
H 5.637943 -2.642129 -2.272415 0.208 0.178 -0.586 0.28
C -6.641737 -3.904289 -1.144235 0.622 1.665 -0.092 -0.25
O -6.724837 -4.661129 -2.319255 -0.035 -0.986 0.053 -0.56
H -7.236187 -2.995049 -1.233745 -0.688 -0.166 0.414 0.15
H -6.826217 -4.436529 -0.211075 -0.541 -0.388 -0.474 0.23
H -5.653637 -3.466869 -1.001395 0.635 -0.223 -0.111 0.12
H -6.890887 -4.109019 -3.086855 0.012 0.144 0.237 0.31
C -5.994197 -0.291939 1.021675 2.706 -0.630 0.414 -0.66
O -7.274707 -0.763059 1.049645 -1.649 -0.080 -0.317 -0.42
H -5.800227 0.633061 1.564675 -0.257 0.286 -0.032 0.45
H -5.389687 -1.066489 1.493615 0.120 0.021 0.451 0.23
H -5.515997 -0.266259 0.042515 -0.384 0.420 -0.491 0.12
H -7.815457 -0.176049 0.516155 -0.424 -0.062 0.002 0.28
C 1.951643 -5.291729 0.231485 -0.674 0.010 0.869 0.71
O 3.321903 -5.599589 0.321265 0.183 0.123 -0.116 -0.64
H 1.604373 -4.798709 -0.676495 0.311 -0.155 -0.322 0.05
H 1.354733 -6.183339 0.423405 -0.025 -0.303 -0.434 0.43
H 1.656133 -4.639249 1.053095 0.258 0.293 0.054 -0.73
H 3.766313 -5.352689 -0.493075 0.100 -0.077 -0.243 0.16
C -4.787547 2.191231 4.289495 -0.097 0.781 -1.243 -0.40
O -5.044377 3.042771 3.158145 -0.182 0.402 -0.603 -0.38
H -5.711597 2.102281 4.860745 0.368 -0.389 0.309 0.44
H -4.483857 1.274681 3.783715 0.040 -0.294 0.784 -0.08
H -3.963987 2.668031 4.821025 -0.068 -0.508 0.552 0.24
H -5.693437 3.715261 3.377405 -0.042 -0.063 0.235 0.22
C -0.251607 -7.608039 2.944705 -2.065 0.821 -1.217 -1.06
C -1.347207 -6.751279 2.158865 -0.047 -1.218 0.800 0.50
O -2.493847 -6.557319 3.026825 0.812 0.689 0.406 -0.47
H 0.680983 -7.635809 2.381135 -0.004 -0.102 0.137 0.29
H -0.687377 -8.597229 3.085085 0.391 -0.072 0.162 0.39
H -0.125637 -7.107019 3.904495 0.192 -0.158 -0.013 0.18
H -1.841247 -7.189709 1.291805 1.064 -0.526 -0.435 0.44
H -0.836957 -5.847669 1.825345 -0.477 0.595 0.260 -0.49
H -3.297137 -6.810509 2.566155 0.169 0.026 -0.103 0.28
C 3.535903 -7.472799 -2.629255 -0.935 -1.294 -1.361 -1.20
C 3.474273 -6.115149 -3.319095 -0.562 -1.083 1.326 0.22
O 4.554933 -5.455799 -2.748425 1.426 2.365 0.206 -0.42
H 4.369423 -7.957829 -3.137285 0.250 -0.360 0.307 0.44
H 2.679503 -8.099709 -2.877545 -0.212 -0.071 -0.092 0.29
H 3.668233 -7.570299 -1.551715 0.040 0.830 -0.062 0.28
H 2.600653 -5.501039 -3.100555 -0.072 -0.170 -0.005 -0.16
H 3.540343 -6.234579 -4.400515 0.054 0.081 -0.082 0.35
H 5.386553 -5.875019 -2.981345 -0.040 -0.211 -0.062 0.26
C -6.235607 0.438221 -2.699095 1.043 1.807 0.423 0.48
C -6.945987 1.561821 -1.956985 0.694 -0.015 1.471 -0.30
O -8.243087 1.646451 -2.364135 -2.529 -0.068 -0.608 -0.57
H -6.332477 0.842221 -3.706815 -0.133 -1.127 -0.634 0.19
H -6.589907 -0.567109 -2.471325 -0.312 0.258 -0.383 0.07
H -5.159507 0.493151 -2.534525 0.106 -0.217 0.182 -0.58
H -6.554797 2.575591 -2.042695 1.155 -0.026 -0.551 0.30
H -7.004697 1.473721 -0.872145 0.181 -0.568 0.222 0.15
H -8.256267 1.717091 -3.321445 -0.203 0.004 -0.122 0.33
C -8.975427 -3.932649 2.258835 -0.835 0.164 -1.003 -1.06
C -7.877057 -3.673639 3.237255 -0.775 0.523 0.103 -0.05
O -7.894597 -2.283229 3.513245 0.427 0.146 1.106 -0.50
H -9.922787 -3.958299 2.797315 -0.034 -0.521 0.007 0.32
H -8.830977 -4.808989 1.626975 -0.190 -0.081 0.105 0.32
H -9.133037 -3.052039 1.636105 0.414 -0.080 -0.477 0.23
H -6.884297 -3.992559 2.919735 0.041 -0.259 0.032 0.18
H -8.245597 -4.192679 4.122055 0.982 0.086 0.459 0.34
H -7.675357 -1.796319 2.715475 -0.050 0.062 -0.377 0.21
C 2.153263 -3.320079 4.540115 0.187 0.177 -0.303 -0.50
C 1.814993 -4.786279 4.168985 -0.996 1.753 -0.463 0.54
O 2.497643 -5.658059 4.968275 0.977 -0.919 1.164 -0.66
H 3.182483 -3.058869 4.293955 0.192 -0.190 -0.132 0.39
H 2.058403 -3.112919 5.606035 -0.146 -0.465 0.186 0.40
H 1.535313 -2.559389 4.063055 -0.287 -0.157 -0.379 -0.53
H 2.116783 -5.080009 3.163625 -0.537 0.764 -0.598 0.10
H 0.741413 -4.918299 4.303555 -0.094 -0.228 -0.101 -0.15
H 3.375493 -5.534929 4.599755 0.793 -0.628 0.598 0.41
C -1.256157 -5.693089 -2.259475 -0.337 -0.147 0.342 -0.71
C -1.033927 -7.209609 -2.209625 0.384 0.420 0.162 -0.36
O -2.222777 -7.902369 -1.937665 -1.294 0.214 -0.189 -0.57
H -2.054727 -5.416929 -2.948035 0.007 -0.282 -0.214 0.53
H -0.354437 -5.177709 -2.590215 0.131 -0.105 0.011 0.11
H -1.560347 -5.265729 -1.303995 0.105 -0.157 0.243 0.11
H -0.372067 -7.514829 -1.399135 0.749 0.466 -0.142 0.22
H -0.598677 -7.465329 -3.175685 0.050 -0.412 -0.077 0.38
H -2.144147 -8.845399 -2.099265 0.261 0.059 -0.072 0.31
```
Forces are in eV/Å.